Record 1
# C42H36Cl5N7O3PSSe2Sn

A structure of composition C42H36Cl5N7O3PSSe2Sn in a non-equilibrium geometry (wB97M-V/def2-TZVPD, the Open Molecules 2025 dataset).

energy above the lowest of the compared OMol25 structures with the same formula, charge and spin = 0.0000 eV
calculated total energy = -10288.2999 Eh
LUMO level = -0.094 Ha
highest occupied orbital energy = -10.0 eV

Geometry as ORCA input:
```
! RIJCOSX wB97M-V def2-TZVPD def2/J DEFGRID3
* xyz 1 1
Sn -0.2274 -0.5644 0.6482
Cl 1.2815 -0.2522 3.8007
C -0.0480 0.8763 3.7550
C -0.4209 1.4418 2.4209
C -1.1927 2.6549 2.5384
Cl -1.4627 3.5797 1.0981
C -1.7327 3.0823 3.7075
Cl -2.8571 4.3737 3.7537
C -1.2687 2.5495 4.9765
Cl -1.8159 3.2722 6.4259
C -0.3492 1.5645 5.0051
Cl 0.3781 1.0353 6.4614
Se 0.4482 -4.5675 -0.2423
Se 1.1347 -3.2968 -2.0792
C -0.6209 -2.6968 -2.6074
C -1.1251 -3.1955 -3.8036
C -2.3900 -2.8070 -4.2059
C -3.1025 -1.9382 -3.3970
C -2.5081 -1.4883 -2.2310
N -1.2884 -1.8513 -1.8349
C 2.0544 -4.2501 0.7845
C 2.9102 -5.3298 0.9692
C 4.0931 -5.1242 1.6563
C 4.3645 -3.8560 2.1351
C 3.4386 -2.8504 1.9056
N 2.2993 -3.0305 1.2398
H -0.5274 -3.8776 -4.3904
H -2.8140 -3.1785 -5.1286
H -4.1002 -1.6172 -3.6602
H -3.0273 -0.7994 -1.5755
H 2.6465 -6.3021 0.5777
H 4.7917 -5.9371 1.8018
H 5.2772 -3.6436 2.6727
H 3.6171 -1.8502 2.2710
O -3.1891 -0.0860 1.5637
N -2.4408 0.5222 0.5335
C -3.1698 1.3601 -0.1004
C -2.8836 2.1821 -1.2902
C -4.0204 2.8275 -1.7916
C -3.9638 3.6817 -2.8791
C -2.7415 3.9235 -3.4843
C -1.6083 3.2902 -3.0005
C -1.6544 2.4150 -1.9206
P -0.1151 1.6123 -1.3524
C 0.4633 0.7374 -2.8674
C 1.7350 0.1681 -2.8097
C 2.2658 -0.5047 -3.8973
C 1.5244 -0.6338 -5.0640
C 0.2498 -0.0941 -5.1241
C -0.2805 0.5822 -4.0335
C 1.1347 2.9540 -1.2829
C 1.5052 3.4429 -0.0326
C 2.3895 4.5057 0.0786
C 2.9271 5.0832 -1.0632
C 2.6155 4.5594 -2.3113
C 1.7401 3.4904 -2.4191
H -2.6695 -0.0504 2.3947
H -4.1818 1.4795 0.2830
H -4.9700 2.6634 -1.3004
H -4.8631 4.1624 -3.2372
H -2.6643 4.6037 -4.3216
H -0.6616 3.4863 -3.4854
H 2.3205 0.2744 -1.9083
H 3.2576 -0.9331 -3.8350
H 1.9377 -1.1533 -5.9171
H -0.3407 -0.1978 -6.0241
H -1.2729 1.0037 -4.1095
H 1.0983 2.9850 0.8606
H 2.6640 4.8791 1.0563
H 3.6102 5.9175 -0.9817
H 3.0566 4.9829 -3.2035
H 1.5546 3.0621 -3.3961
C -1.8484 -2.6920 5.9328
C -1.0729 -3.4041 4.8219
C -1.6953 -3.2361 3.4740
N -1.1760 -2.5782 2.5006
N -1.9452 -2.5306 1.3682
C -3.0696 -3.1667 1.5103
N -3.9810 -3.3156 0.5182
S -3.2646 -3.8812 3.0744
H -1.3230 -2.7987 6.8806
H -2.8450 -3.1195 6.0498
H -1.9574 -1.6358 5.7061
H -0.9966 -4.4681 5.0554
H -0.0628 -3.0002 4.7436
H -3.9098 -2.6683 -0.2496
H -4.9034 -3.6402 0.7512
C 5.0496 1.7315 -1.1495
C 4.8258 1.2387 0.2826
C 3.4528 0.7907 0.4819
N 2.3741 0.4268 0.6093
H 6.0821 2.0537 -1.2640
H 4.3915 2.5716 -1.3774
H 4.8533 0.9370 -1.8676
H 5.0368 2.0259 1.0075
H 5.4836 0.3960 0.5078
O -1.2333 0.2200 3.1459
O -2.4802 0.4326 3.7109
*
```

***

Record 2
# C3H6O2

A structure of composition C3H6O2 in a non-equilibrium geometry (wB97M-V/def2-TZVPD, the Open Molecules 2025 dataset).

energy above the lowest of the compared OMol25 structures with the same formula, charge and spin = 3.2824 eV
calculated total energy = -268.2846 Eh
LUMO level = 0.025 Ha
highest occupied orbital energy = -10.6 eV

Geometry as ORCA input:
```
! RIJCOSX wB97M-V def2-TZVPD def2/J DEFGRID3
* xyz 0 1
O 1.0236 -0.1434 1.1971
C 0.6647 0.3290 -0.0585
O 1.1393 0.2227 -1.1828
C -0.8401 0.6431 -0.1136
C -1.5370 -0.7347 0.0166
H 0.9227 -0.8558 0.3470
H -1.1369 1.1562 0.7950
H -1.0736 1.3574 -0.8912
H -2.5827 -0.7930 -0.2484
H -0.9193 -1.5443 -0.3869
H -1.4586 -0.9480 1.0828
*
```

***

Record 3
# C21H19ClN2O2

The molecule C21H19ClN2O2 in a non-equilibrium geometry (wB97M-V/def2-TZVPD, the Open Molecules 2025 dataset).

SMILES = Clc1cccc(-c2ccc(/C=N\c3ccc(N4CCOCC4)cc3)o2)c1
energy above the lowest of the compared OMol25 structures with the same formula, charge and spin = 0.8038 eV
calculated total energy = -1531.7787 Eh
LUMO level = -0.005 Ha
highest occupied orbital energy = -7.2 eV

Geometry as ORCA input:
```
! RIJCOSX wB97M-V def2-TZVPD def2/J DEFGRID3
* xyz 0 1
Cl 8.2311 2.5101 -0.2650
C 7.4106 1.0058 -0.0282
C 6.0362 0.9599 -0.1610
C 5.3658 -0.2501 0.0277
C 6.1024 -1.3932 0.3487
C 7.4754 -1.3260 0.4770
C 8.1439 -0.1273 0.2901
H 9.2160 -0.0688 0.3888
H 8.0365 -2.2141 0.7254
H 5.5846 -2.3282 0.4949
C 3.9264 -0.3255 -0.1073
C 2.9844 0.6365 -0.4100
C 1.7379 -0.0036 -0.3984
C 1.9811 -1.3278 -0.0891
C 1.1441 -2.4992 -0.0024
N -0.1161 -2.6016 -0.0945
C -1.0289 -1.5722 -0.1158
C -2.0146 -1.5563 -1.1023
C -3.0151 -0.6077 -1.0947
C -3.1046 0.3468 -0.0756
C -2.1220 0.3121 0.9224
C -1.1064 -0.6160 0.9012
H -0.3675 -0.6252 1.6899
H -2.1364 1.0410 1.7187
N -4.0659 1.3522 -0.0577
C -4.9744 1.5305 -1.1718
H -4.4726 1.3027 -2.1110
C -6.2424 0.6842 -0.9980
O -6.8873 1.0046 0.2163
C -6.0222 0.8170 1.3139
C -4.7513 1.6698 1.1811
H -4.1073 1.4913 2.0391
H -5.0283 2.7293 1.1565
H -6.5913 1.1014 2.2004
H -5.7357 -0.2446 1.3890
H -6.9647 0.8912 -1.7894
H -5.9841 -0.3859 -1.0092
H -5.2642 2.5878 -1.1835
H -3.7439 -0.6355 -1.8896
H -1.9724 -2.2907 -1.8923
H 1.6932 -3.4310 0.1048
O 3.3134 -1.5108 0.0803
H 0.7835 0.4400 -0.5960
H 3.1628 1.6721 -0.6141
H 5.4904 1.8551 -0.4093
*
```

***

Number 1: orbital gap 7.49 eV. Number 2: orbital gap 11.23 eV. Number 3: orbital gap 7.09 eV.